Entry 1:
ORCA calculation (ωB97M-V/def2-TZVPD) on an isolated molecule of C19H23FN4O5S.

Positions of all 53 atoms, in Å:
O1 1.4624 1.5087 1.9330
C1 1.1222 2.0596 0.9031
N1 -0.1638 2.3878 0.6511
C2 -0.7258 2.7827 -0.6230
H1 -0.0054 3.3196 -1.2359
C3 -1.2468 1.5255 -1.3337
N2 -2.2359 0.8611 -0.5094
S1 -3.7760 1.5270 -0.5492
O2 -4.0172 2.4180 0.5531
O3 -3.9935 2.0205 -1.8760
C4 -4.7491 0.0406 -0.3074
C5 -5.5166 -0.1012 0.8309
C6 -6.2460 -1.2695 0.9770
C7 -6.2179 -2.2720 0.0222
C8 -5.4394 -2.1001 -1.1114
C9 -4.6997 -0.9406 -1.2789
H2 -4.0898 -0.7765 -2.1516
H3 -5.4127 -2.8735 -1.8631
H4 -6.8023 -3.1660 0.1729
F1 -7.0000 -1.4377 2.0769
H5 -5.5458 0.6833 1.5699
C10 -1.7560 0.5636 0.8249
H6 -2.5913 0.1594 1.3976
C11 -1.1820 1.8088 1.5130
H7 -0.7164 1.5408 2.4618
H8 -1.9754 2.5420 1.6727
H9 -0.9729 -0.1956 0.7331
H10 -1.7326 1.7814 -2.2748
H11 -0.4252 0.8221 -1.5040
H12 -1.5718 3.4492 -0.4233
C12 2.1976 2.4174 -0.1346
N3 3.1134 1.3038 -0.1716
C13 2.7036 0.0234 -0.3735
O4 1.5987 -0.3155 -0.7282
C14 3.8981 -0.8724 -0.0804
N4 4.9112 0.1063 0.2389
C15 4.4462 1.3749 0.2677
O5 5.0285 2.3860 0.5517
H13 5.8120 -0.1397 0.6115
C16 4.2999 -1.7792 -1.2665
C17 4.2878 -3.2162 -0.7309
H14 3.3250 -3.6813 -0.9425
C18 4.4562 -3.0619 0.7783
H15 5.5011 -2.8683 1.0264
H16 4.1288 -3.9419 1.3283
C19 3.6032 -1.8359 1.0851
H17 2.5447 -2.0980 1.0572
H18 3.8218 -1.3733 2.0460
H19 5.0701 -3.8247 -1.1811
H20 5.2952 -1.4919 -1.6061
H21 3.6069 -1.6561 -2.0975
H22 1.8052 2.5890 -1.1362
H23 2.7675 3.2867 0.2066

## Properties
**Orbital gap**: 9.42 eV
**SMILES**: O=C(CN1C(=O)NC2(CCCC2)C1=O)N1CCN(S(=O)(=O)c2cccc(F)c2)CC1
**2S+1**: 1
**LUMO**: 0.46 eV
**Max |F|**: 1.10 eV/Å
**Molar mass**: 438.48 Da
**Energy**: -49828.6720 eV

Entry 2:
ORCA calculation (ωB97M-V/def2-TZVPD) on a structure of composition C19H23FeN7O4S.

Positions of all 55 atoms, in Å:
Fe1 0.1289 -0.4464 -0.5173
N1 -0.1275 0.8263 1.1981
C1 -0.5235 0.2114 2.4060
C2 0.0914 0.4851 3.6133
C3 -0.4730 0.1491 4.8583
C4 -1.5848 -0.6667 4.8281
C5 -2.1594 -1.1359 3.6442
C6 -1.6580 -0.6613 2.3928
C7 -2.2625 -1.0653 1.1234
C8 -3.6887 -1.1213 1.1550
C9 -4.3726 -1.5889 0.0481
C10 -3.7099 -2.0015 -1.1098
C11 -2.3426 -1.9556 -1.1045
C12 -1.6229 -1.3674 -0.0914
H1 0.6680 1.4472 1.2598
H2 -0.9211 1.3858 0.7674
H3 1.0526 0.9825 3.5791
H4 0.0007 0.4908 5.7847
H5 -2.0456 -0.9824 5.7345
H6 -2.9389 -1.9027 3.7226
H7 -4.1444 -0.9306 2.1469
H8 -5.4610 -1.6808 0.1055
H9 -4.3152 -2.3144 -1.9588
H10 -1.7958 -2.3005 -1.9632
C13 4.4659 -2.0840 2.4260
N2 4.0290 -1.1692 1.3765
C14 4.8853 -0.3750 0.6620
C15 4.4523 0.6089 -0.1571
C16 3.0610 0.8268 -0.2254
N3 2.2017 -0.1552 0.2039
C17 2.6334 -1.0854 1.1243
O1 1.8778 -1.8805 1.7326
N4 2.5786 1.9604 -0.6559
H11 4.4073 -1.5538 3.4007
H12 5.5218 -2.4292 2.3089
H13 3.7911 -2.9322 2.3982
H14 5.9611 -0.6486 0.7363
H15 5.1176 1.3499 -0.6044
H16 3.1832 2.6865 -1.0953
H17 1.5964 2.0429 -0.8385
O2 -2.4381 2.1620 0.2945
N5 -1.8901 2.7473 -0.6626
O3 -2.5227 3.3890 -1.4937
O4 -0.6135 2.5411 -0.8752
C18 -1.1422 0.9424 -6.1338
N6 -0.2122 0.3985 -5.1175
C19 -0.2711 0.6448 -3.7572
N7 -0.9676 1.6623 -3.3011
S1 0.6570 -0.4464 -2.7522
H18 -0.6967 0.8947 -7.1486
H19 -1.3515 1.9566 -5.7426
H20 -2.0635 0.4056 -6.1324
H21 0.2725 -0.4792 -5.3232
H22 -1.5500 2.1862 -3.9224
H23 -0.7680 1.9762 -2.3473

## Properties
**Orbital gap (alpha / beta)**: 6.91 / 7.13 eV
**2S+1**: 5
**LUMO (alpha / beta)**: -0.11 / -0.15 eV
**Max |F|**: 2.97 eV/Å
**Molar mass**: 501.35 Da
**Energy**: -83916.6865 eV
**⟨S²⟩**: 6.016

Entry 3:
ORCA calculation (ωB97M-V/def2-TZVPD) on an isolated molecule of C19H23N3O3.

Positions of all 48 atoms, in Å:
C1 -1.3600 1.6887 0.3796
H1 -2.0716 0.9982 -0.0866
O1 -0.2895 1.9860 -0.4817
C2 -0.5657 2.6370 -1.6472
C3 -1.8335 3.0377 -2.0492
C4 -2.0111 3.7085 -3.2476
C5 -0.9330 3.9926 -4.0625
C6 0.3339 3.5880 -3.6787
C7 0.5274 2.9192 -2.4833
O2 1.8065 2.5395 -2.1061
C8 2.2042 1.2820 -2.6260
C9 1.3721 0.1822 -2.0669
N1 0.2108 -0.1867 -2.4698
C10 -0.2177 -1.1398 -1.5700
C11 0.7846 -1.3075 -0.6192
N2 0.9499 -2.1746 0.4049
C12 -0.1862 -2.9229 0.8987
H2 -0.8431 -3.1770 0.0672
C13 -0.9427 -2.1256 1.9680
C14 -2.1269 -2.9266 2.4947
H3 -2.6640 -2.3583 3.2500
H4 -1.7893 -3.8595 2.9411
H5 -2.8127 -3.1584 1.6838
C15 0.0338 -1.7535 3.0875
H6 -0.4740 -1.1318 3.8278
C16 1.2592 -1.0114 2.5450
C17 2.2610 -0.7106 3.6539
H7 3.1153 -0.1654 3.2600
H8 2.6191 -1.6339 4.1047
H9 1.7971 -0.1074 4.4304
C18 1.9121 -1.8543 1.4413
H10 2.7519 -1.3214 0.9948
H11 2.2755 -2.7982 1.8591
H12 0.9336 -0.0654 2.0965
H13 0.3636 -2.6663 3.5909
H14 -1.3192 -1.2088 1.5008
H15 0.1994 -3.8503 1.3339
O3 1.7897 -0.4671 -0.9397
C19 -1.4889 -1.7084 -1.6405
N3 -2.5527 -2.1445 -1.6750
H16 3.2447 1.1529 -2.3216
H17 2.1190 1.2734 -3.7208
H18 1.1928 3.7926 -4.3003
H19 -1.0739 4.5180 -4.9943
H20 -3.0064 4.0072 -3.5403
H21 -2.6958 2.8219 -1.4390
H22 -1.8848 2.5951 0.6976
H23 -0.9141 1.2149 1.2540

## Properties
**Orbital gap**: 8.70 eV
**SMILES**: COc1ccccc1OCc1nc(C#N)c(N2C[C@H](C)C[C@H](C)C2)o1
**2S+1**: 1
**LUMO**: 0.69 eV
**Max |F|**: 1.50 eV/Å
**Molar mass**: 341.41 Da
**Energy**: -30688.2545 eV

Entry 4:
ORCA calculation (ωB97M-V/def2-TZVPD) on an isolated molecule of C19H23N3O3.

Positions of all 48 atoms, in Å:
C1 -3.9662 -4.1589 2.4176
H1 -4.9800 -3.5464 2.2201
O1 -3.3275 -3.5474 3.3533
C2 -2.6817 -2.2243 3.0007
C3 -1.9236 -1.4325 3.9749
C4 -1.1417 -0.3820 3.6839
C5 -1.1601 0.2400 2.4843
C6 -2.2960 -0.3325 1.3819
C7 -2.8746 -1.5542 1.6497
H2 -3.4843 -1.9902 1.0358
C8 -2.5250 0.1038 0.0025
H3 -2.6170 1.3431 0.0586
H4 -3.5268 0.1036 -0.1695
H5 -1.7717 -0.0989 -0.6157
C9 -0.6814 1.5274 2.2374
O2 -0.3741 2.2286 3.2086
C10 0.2768 1.7415 1.1385
H6 -0.3826 1.9040 0.2311
C11 1.0826 2.7007 1.1559
C12 2.1132 2.8599 -0.1374
H7 2.7484 3.7708 -0.0836
H8 1.5110 3.1466 -1.0156
C13 2.6846 1.4986 -0.5692
N1 1.8153 0.4829 -0.6352
C14 0.9257 0.0364 -1.9470
O3 0.1562 -0.7679 -1.6932
C15 1.8382 0.5727 -2.9489
C16 1.9646 1.5207 -3.7093
C17 2.6703 1.3253 -4.9181
N2 2.6038 0.0079 -5.0195
N3 2.0229 -0.5863 -4.0441
C18 1.9414 -1.8500 -3.9010
H9 2.8448 -2.3772 -3.2476
H10 1.1155 -2.0826 -3.2966
H11 2.0785 -2.3133 -4.8273
H12 2.7943 1.7932 -5.7541
H13 1.7475 2.6992 -3.2901
C19 1.1635 0.2161 0.7131
H14 0.2955 -0.5173 0.4513
H15 1.8009 -0.0107 1.2755
H16 3.3080 1.6671 -1.3083
H17 3.6219 1.1770 0.2027
H18 1.9871 2.6100 1.9411
H19 0.7849 3.8269 1.4410
H20 -0.6357 0.0460 4.2731
H21 -1.7986 -2.1261 5.0252
H22 -4.2930 -4.9866 2.9558
H23 -3.4560 -4.2645 1.6173

## Properties
**Orbital gap**: 8.09 eV
**SMILES**: COc1ccc(C(=O)[C@H]2CCCN(C(=O)c3ccnn3C)C2)c(C)c1
**2S+1**: 1
**LUMO**: -0.21 eV
**Max |F|**: 19.10 eV/Å
**Molar mass**: 341.41 Da
**Energy**: -30670.4778 eV

Entry 5:
ORCA calculation (ωB97M-V/def2-TZVPD) on an isolated molecule of C19H23N3O3S.

Positions of all 49 atoms, in Å:
C1 -1.7487 -3.9358 0.1769
C2 -0.5880 -3.0197 -0.0004
C3 -0.7854 -1.6519 -0.1743
C4 0.2738 -0.7949 -0.3665
C5 1.5831 -1.2728 -0.3539
C6 1.7946 -2.6388 -0.1887
C7 0.7208 -3.4938 -0.0207
H1 0.8980 -4.5536 0.0907
H2 2.7910 -3.0563 -0.2304
C8 2.6733 -0.2745 -0.5683
O1 2.4900 0.7496 -1.1895
N1 3.8601 -0.6177 0.0192
C9 5.0693 0.0750 0.0027
C10 6.1391 -0.4404 0.7344
C11 7.3484 0.2285 0.7228
C12 7.4474 1.3940 -0.0235
N2 6.4389 1.8883 -0.7192
C13 5.2823 1.2573 -0.7131
H3 4.4904 1.7024 -1.2954
H4 8.3698 1.9564 -0.0680
H5 8.1928 -0.1472 1.2796
H6 6.0179 -1.3539 1.3025
H7 3.8667 -1.4607 0.5776
H8 0.1026 0.2562 -0.5340
S1 -2.4750 -1.0211 -0.1980
O2 -3.0788 -1.3465 1.0683
O3 -3.1064 -1.5227 -1.3848
N3 -2.2453 0.6207 -0.3472
C14 -2.9965 1.2759 -1.3970
C15 -4.4980 1.3491 -1.1042
C16 -4.9359 2.5678 -0.2862
C17 -3.9714 2.9847 0.8291
H9 -3.1772 3.6097 0.4138
C18 -3.3262 1.8203 1.5814
H10 -3.0481 2.1535 2.5838
H11 -4.0221 0.9886 1.6881
C19 -2.0491 1.3165 0.9041
H12 -1.3717 2.1594 0.7200
H13 -1.5474 0.6066 1.5653
H14 -4.5258 3.6060 1.5361
H15 -5.0670 3.4217 -0.9553
H16 -5.9126 2.3457 0.1488
H17 -4.7647 0.4267 -0.5853
H18 -5.0429 1.3535 -2.0498
H19 -2.5690 2.2683 -1.5579
H20 -2.8334 0.6724 -2.2912
H21 -2.4188 -3.8425 -0.6764
H22 -2.3199 -3.6412 1.0557
H23 -1.4252 -4.9686 0.2781

## Properties
**Orbital gap**: 9.11 eV
**SMILES**: Cc1ccc(C(=O)Nc2cccnc2)cc1S(=O)(=O)N1CCCCCC1
**2S+1**: 1
**LUMO**: 0.20 eV
**Max |F|**: 1.16 eV/Å
**Molar mass**: 373.48 Da
**Energy**: -41524.5469 eV

Entry 6:
ORCA calculation (ωB97M-V/def2-TZVPD) on an isolated molecule of C19H23N3O5.

Positions of all 50 atoms, in Å:
C1 -5.0688 -3.3426 -1.4039
C2 -4.6151 -3.2343 0.0499
H1 -5.4279 -3.5427 0.7136
H2 -3.7525 -3.8865 0.2384
O1 -4.3370 -1.9071 0.4384
C3 -3.1918 -1.3043 0.0107
C4 -2.1536 -1.9170 -0.6699
C5 -1.0221 -1.2035 -1.0356
C6 -0.9154 0.1416 -0.7227
C7 -1.9495 0.7754 -0.0351
C8 -3.0808 0.0693 0.3325
O2 -4.1365 0.5985 0.9996
C9 -4.0982 1.9650 1.3605
C10 -5.3933 2.2807 2.0927
H3 -6.2424 2.0834 1.4443
H4 -5.4812 1.6535 2.9754
H5 -5.4049 3.3250 2.3915
H6 -4.0061 2.5915 0.4625
H7 -3.2352 2.1609 2.0115
H8 -1.8469 1.8200 0.1988
N1 0.2424 0.8196 -1.1272
C11 0.6157 2.0899 -0.8719
O3 -0.0030 2.9156 -0.2323
C12 1.9941 2.4093 -1.4803
N2 3.0577 1.7690 -0.7232
C13 3.3745 0.4950 -1.0252
O4 2.8182 -0.1050 -1.9401
C14 4.4292 -0.1804 -0.2177
C15 5.4631 -0.7989 -0.8559
N3 6.4014 -1.4710 -0.1631
C16 6.4028 -1.6393 1.2250
O5 7.3062 -2.2559 1.7523
C17 5.2680 -1.0316 1.8802
C18 4.3306 -0.3369 1.1940
H9 3.4794 0.0850 1.7089
H10 5.2028 -1.1693 2.9477
H11 7.1717 -1.9141 -0.6500
H12 5.5683 -0.7581 -1.9301
C19 3.6650 2.5691 0.3116
H13 4.5445 2.0741 0.7142
H14 3.9688 3.5311 -0.1072
H15 2.9512 2.7570 1.1175
H16 2.0338 2.0464 -2.5112
H17 2.1426 3.4893 -1.4592
H18 0.9096 0.2488 -1.6432
H19 -0.2230 -1.6994 -1.5662
H20 -2.2038 -2.9632 -0.9249
H21 -4.2845 -3.0133 -2.0808
H22 -5.3253 -4.3734 -1.6332
H23 -5.9429 -2.7162 -1.5617

## Properties
**Orbital gap**: 7.81 eV
**SMILES**: CCOc1ccc(NC(=O)CN(C)C(=O)c2ccc(=O)[nH]c2)cc1OCC
**2S+1**: 1
**LUMO**: 0.26 eV
**Max |F|**: 0.74 eV/Å
**Molar mass**: 373.41 Da
**Energy**: -34784.6869 eV

Entry 7:
ORCA calculation (ωB97M-V/def2-TZVPD) on an isolated molecule of C19H23N3O5S.

Positions of all 51 atoms, in Å:
C1 1.8478 0.5667 2.9341
C2 1.3099 -0.3202 1.8733
N1 1.8492 -1.4866 1.5973
N2 1.1416 -2.0131 0.5868
C3 0.1270 -1.2248 0.2053
C4 0.1912 -0.0951 1.0255
C5 -0.6352 1.0840 0.9818
O1 -0.3680 2.1343 1.5508
O2 -1.7587 0.9110 0.2706
C6 -2.6669 1.9981 0.1453
C7 -2.2007 3.0031 -0.9203
O3 -2.7428 3.1194 -1.9978
N3 -1.1491 3.7318 -0.5023
H1 -0.7486 3.4592 0.3949
C8 -0.3464 4.5752 -1.3668
C9 0.1053 3.8038 -2.5953
H2 -0.7023 3.2452 -3.0563
H3 0.6172 4.4267 -3.3210
S1 1.3186 2.6635 -1.8568
O4 2.4622 2.5070 -2.7131
O5 0.6647 1.4562 -1.4269
C10 1.7452 3.6989 -0.4052
C11 0.9310 4.9652 -0.6108
H4 1.4896 5.6830 -1.2134
H5 0.6798 5.4373 0.3401
H6 2.8168 3.8627 -0.4157
H7 1.4548 3.1437 0.4824
H8 -0.9314 5.4599 -1.6505
H9 -3.6124 1.5542 -0.1697
H10 -2.7811 2.5065 1.1104
C12 -0.7947 -1.5271 -0.9099
H11 -0.4695 -2.3987 -1.4701
H12 -0.8303 -0.6584 -1.5650
H13 -1.8005 -1.7047 -0.5323
C13 1.5145 -3.3018 0.0655
C14 0.4382 -4.3359 0.2888
C15 -0.2211 -4.3966 1.5102
C16 -1.2100 -5.3392 1.7246
C17 -1.5460 -6.2344 0.7227
C18 -0.8886 -6.1829 -0.4941
C19 0.0968 -5.2354 -0.7112
H14 0.6058 -5.1970 -1.6641
H15 -1.1459 -6.8790 -1.2787
H16 -2.3178 -6.9706 0.8904
H17 -1.7184 -5.3770 2.6766
H18 0.0453 -3.7011 2.2927
H19 1.7515 -3.2181 -1.0001
H20 2.4253 -3.5850 0.6026
H21 1.0347 1.0276 3.4895
H22 2.4851 -0.0055 3.6024
H23 2.4373 1.3642 2.4826

## Properties
**Orbital gap**: 9.69 eV
**SMILES**: Cc1nn(Cc2ccccc2)c(C)c1C(=O)OCC(=O)N[C@H]1CCS(=O)(=O)C1
**2S+1**: 1
**LUMO**: 0.61 eV
**Max |F|**: 0.97 eV/Å
**Molar mass**: 405.48 Da
**Energy**: -45620.1755 eV

Entry 8:
ORCA calculation (ωB97M-V/def2-TZVPD) on an isolated molecule of C19H23N3O5S2.

Positions of all 52 atoms, in Å:
O1 -0.1294 -3.7326 -0.3802
C1 0.6764 -2.9750 0.1307
N1 0.8703 -2.7953 1.4401
H1 1.4911 -2.0413 1.7059
C2 0.0432 -3.3974 2.4547
H2 -0.6366 -4.0794 1.9405
H3 0.6805 -3.9822 3.1292
C3 -0.7213 -2.3565 3.2759
C4 -1.6816 -1.5028 2.4884
C5 -2.5042 -2.0323 1.5038
C6 -3.4093 -1.2286 0.8343
C7 -3.5178 0.1135 1.1478
C8 -2.7039 0.6515 2.1291
C9 -1.7904 -0.1502 2.7878
H4 -1.1520 0.2802 3.5466
H5 -2.7858 1.6993 2.3859
H6 -4.2294 0.7408 0.6299
H7 -4.0331 -1.6560 0.0635
H8 -2.4375 -3.0759 1.2392
H9 0.0010 -1.7032 3.7705
H10 -1.2794 -2.8882 4.0539
C10 1.6335 -2.1326 -0.7094
O2 2.6743 -1.6763 -0.2692
N2 1.2159 -2.0063 -1.9841
H11 0.2802 -2.3529 -2.1571
C11 1.7517 -0.9845 -2.8391
C12 1.0591 0.3737 -2.5316
N3 1.2482 0.7523 -1.1570
S1 0.1110 0.4092 -0.0188
O3 0.7624 0.1551 1.2287
O4 -0.7881 -0.5520 -0.5752
C13 -0.7326 1.9537 0.1135
C14 -1.7562 2.4175 -0.6531
C15 -2.1239 3.7365 -0.3114
C16 -1.3609 4.2415 0.6949
S2 -0.1831 3.1150 1.2490
H12 -1.4230 5.2113 1.1468
H13 -2.9175 4.2786 -0.7924
H14 -2.2271 1.8202 -1.4108
C17 2.5294 1.3114 -0.7839
H15 3.3000 0.5318 -0.8087
C18 2.8615 2.4523 -1.7438
H16 2.1560 3.2720 -1.5958
H17 3.8733 2.8148 -1.5689
C19 2.7266 1.9295 -3.1739
H18 3.4935 1.1695 -3.3704
O5 1.4302 1.3991 -3.4082
H19 2.8317 2.7347 -3.9036
H20 2.4344 1.6554 0.2462
H21 -0.0205 0.2384 -2.6687
H22 2.8223 -0.9179 -2.6343
H23 1.5872 -1.2397 -3.8869

## Properties
**Orbital gap**: 9.15 eV
**SMILES**: O=C(NCCc1ccccc1)C(=O)NC[C@@H]1OCCCN1S(=O)(=O)c1cccs1
**2S+1**: 1
**LUMO**: 0.46 eV
**Max |F|**: 1.06 eV/Å
**Molar mass**: 437.54 Da
**Energy**: -56454.9805 eV